[1]
{
  "formula": "C45H26BrF4N3O2PPdS4",
  "method": "ωB97M-V with the def2-TZVPD basis set",
  "elements": ["Pd", "S", "C", "C", "C", "C", "C", "C", "N", "C", "C", "C", "C", "C", "C", "C", "C", "N", "C", "C", "C", "C", "C", "S", "C", "H", "H", "H", "H", "H", "H", "H", "H", "H", "H", "H", "H", "F", "C", "C", "F", "C", "F", "C", "P", "C", "C", "C", "C", "C", "C", "C", "C", "C", "C", "C", "C", "C", "Br", "C", "F", "H", "H", "H", "H", "H", "H", "H", "H", "H", "H", "O", "S", "O", "N", "C", "S", "C", "C", "C", "C", "C", "C", "H", "H", "H", "H"],
  "xyz": [[-0.30121, 0.00940, 0.18329], [-5.86990, 4.70584, -0.42028], [-5.70601, 5.70093, -1.77196], [-4.70555, 5.28960, -2.62142], [-4.05170, 4.14582, -2.15324], [-4.55985, 3.67807, -0.95277], [-4.13666, 2.55252, -0.16800], [-2.89001, 1.92194, -0.42222], [-2.41327, 0.90534, 0.25555], [-3.17156, 0.37352, 1.25591], [-4.44011, 0.91871, 1.58114], [-5.23054, 0.32904, 2.62030], [-4.79349, -0.75694, 3.28011], [-3.51688, -1.32981, 2.97648], [-3.04307, -2.42779, 3.67075], [-1.76730, -2.93145, 3.40885], [-1.00382, -2.28016, 2.39500], [-1.44608, -1.25823, 1.70373], [-2.69002, -0.75274, 1.97433], [-1.26078, -4.02975, 4.16219], [-2.00166, -4.92611, 4.94942], [-1.21326, -5.85974, 5.59369], [0.14190, -5.67287, 5.33174], [0.44933, -4.39000, 4.27155], [-4.89699, 2.02165, 0.86596], [-6.34588, 6.56180, -1.89378], [-4.47968, 5.79498, -3.54818], [-3.26529, 3.65403, -2.70996], [-2.28271, 2.28852, -1.23823], [-6.18495, 0.78176, 2.85518], [-5.38978, -1.21014, 4.06155], [-3.66155, -2.85262, 4.45104], [-0.00961, -2.64195, 2.16021], [-3.07932, -4.91141, 5.02640], [-1.59374, -6.64946, 6.22511], [0.96051, -6.24532, 5.74587], [-5.86847, 2.43857, 1.09962], [5.72360, 0.82917, 3.77506], [4.84649, 0.36704, 2.92226], [5.18488, -0.65428, 2.04483], [6.38306, -1.18553, 2.07501], [4.24307, -1.11593, 1.13574], [4.61275, -2.07797, 0.30354], [2.94262, -0.61321, 1.08515], [1.74082, -1.25892, -0.14724], [2.69647, -1.21617, -1.68414], [3.21079, 0.01760, -2.08140], [4.03920, 0.10495, -3.18573], [4.34328, -1.04179, -3.90744], [3.82985, -2.27236, -3.51600], [2.99898, -2.36804, -2.41307], [1.51035, -3.02432, 0.17724], [2.29619, -3.80159, 1.02119], [2.14741, -5.18210, 1.00744], [1.20036, -5.78274, 0.19102], [0.38124, -5.00598, -0.62036], [0.53575, -3.63085, -0.62724], [2.63709, 0.41016, 1.98021], [0.93412, 1.26893, 2.01075], [3.56383, 0.89667, 2.88299], [3.22480, 1.87412, 3.71102], [2.98236, 0.91183, -1.51181], [4.44003, 1.06642, -3.47828], [4.98577, -0.97567, -4.77520], [4.08860, -3.17085, -4.05958], [2.62621, -3.33569, -2.11136], [3.03135, -3.35185, 1.67495], [2.79888, -5.79245, 1.62019], [1.09966, -6.86018, 0.18183], [-0.34887, -5.47101, -1.26933], [-0.08175, -3.01207, -1.27146], [1.83707, 2.65506, -6.09662], [2.27993, 3.00321, -4.79607], [3.66102, 3.09266, -4.46380], [1.60576, 1.90520, -3.67968], [0.82310, 2.51574, -2.88725], [-0.09754, 1.46519, -1.84979], [0.64435, 3.96480, -3.03387], [-0.10691, 4.85964, -2.28791], [-0.13861, 6.18792, -2.69200], [0.56447, 6.60936, -3.81470], [1.34647, 5.71692, -4.55114], [1.37043, 4.41179, -4.12977], [-0.63077, 4.52630, -1.39806], [-0.71261, 6.90714, -2.12301], [0.51782, 7.64442, -4.12450], [1.90577, 6.04376, -5.41750]],
  "lowdin_spin": [1.231, 0.004, 0.043, 0.008, 0.026, 0.014, 0.033, 0.046, 0.061, 0.001, 0.020, -0.016, 0.018, 0.001, 0.053, 0.054, 0.075, 0.092, 0.050, 0.185, 0.091, 0.072, 0.255, 0.013, -0.024, 0.002, 0.000, 0.001, 0.015, -0.001, 0.001, 0.001, 0.003, 0.001, 0.000, 0.009, -0.001, 0.000, 0.000, 0.000, 0.000, 0.003, 0.001, 0.013, 0.134, 0.032, 0.016, 0.000, 0.022, 0.002, 0.016, 0.023, 0.009, 0.001, 0.008, -0.001, 0.012, 0.006, 0.150, 0.003, 0.006, 0.001, 0.000, 0.001, 0.000, 0.001, 0.000, 0.000, 0.000, 0.000, 0.004, 0.004, 0.007, 0.023, 0.105, 0.084, 0.854, 0.011, 0.005, 0.001, -0.002, 0.002, 0.003, 0.004, 0.000, 0.000, 0.000],
  "multiplicity": 5,
  "de_lowest_kj_mol": 171.5,
  "fmax_ev_per_a": 0.9,
  "total_charge": 3
}

---

[2]
{
  "formula": "C11H44O11",
  "method": "ωB97M-V with the def2-TZVPD basis set",
  "elements": ["C", "O", "H", "H", "H", "H", "C", "O", "H", "H", "H", "H", "C", "O", "H", "H", "H", "H", "C", "O", "H", "H", "H", "H", "C", "O", "H", "H", "H", "H", "C", "O", "H", "H", "H", "H", "C", "O", "H", "H", "H", "H", "C", "O", "H", "H", "H", "H", "C", "O", "H", "H", "H", "H", "C", "O", "H", "H", "H", "H", "C", "O", "H", "H", "H", "H"],
  "xyz": [[-1.18724, -3.55635, -1.72248], [-1.99351, -2.48968, -1.21099], [-0.23042, -3.58800, -1.19437], [-1.62602, -4.54668, -1.57688], [-1.01003, -3.41091, -2.78985], [-2.86538, -2.84615, -1.01582], [-0.01070, -0.30431, 0.23044], [-1.39990, -0.13011, 0.46230], [0.40706, -1.17092, 0.76812], [0.24304, -0.41662, -0.82463], [0.54905, 0.54092, 0.63150], [-1.85095, -0.88800, 0.05758], [3.05397, 2.04968, 0.46598], [3.27869, 0.65503, 0.73831], [3.49963, 2.27216, -0.50097], [1.98950, 2.28275, 0.43748], [3.58094, 2.64963, 1.21259], [2.96984, 0.44038, 1.63601], [-0.53091, -0.13627, -3.66527], [0.20045, 0.88272, -4.33885], [-1.02107, 0.23104, -2.76727], [-1.32514, -0.50850, -4.32224], [0.11920, -0.96803, -3.38435], [0.58636, 0.48803, -5.12275], [2.88142, -0.45620, -2.39779], [4.10792, -0.34002, -1.72464], [2.26200, 0.42874, -2.22530], [3.08558, -0.50690, -3.46791], [2.34490, -1.36942, -2.11448], [3.94848, 0.04894, -0.83925], [3.38827, -3.09969, 0.92956], [3.76453, -4.36494, 0.37066], [4.11455, -2.39020, 0.54687], [2.38413, -2.77058, 0.63339], [3.35900, -3.19536, 2.02037], [3.25615, -5.05160, 0.81063], [-0.60095, 1.00324, 3.68993], [-1.58139, 1.44787, 2.74250], [0.29597, 1.61409, 3.54157], [-0.98714, 1.10994, 4.69960], [-0.31007, -0.02971, 3.48211], [-1.41977, 0.90407, 1.93796], [-1.12106, 2.98805, -1.75033], [0.21972, 2.78469, -2.17462], [-1.53458, 2.17928, -1.13247], [-1.17569, 3.85916, -1.09266], [-1.80919, 3.15305, -2.58348], [0.15375, 2.09718, -2.86134], [-4.20955, 0.74202, -1.89186], [-4.23926, 2.02951, -1.32498], [-3.39688, 0.12059, -1.50002], [-5.15913, 0.21459, -1.75817], [-4.01605, 0.89322, -2.95490], [-4.26795, 1.96069, -0.34561], [-5.11482, 1.69632, 2.41357], [-4.08891, 1.70767, 1.42658], [-6.08026, 1.80171, 1.92656], [-5.09654, 0.75995, 2.97807], [-4.96590, 2.53342, 3.10050], [-3.22837, 1.72824, 1.88350], [3.56963, -0.55375, 3.92485], [2.34655, -0.39310, 3.18858], [4.36648, -0.94875, 3.28388], [3.89813, 0.45385, 4.18509], [3.47829, -1.21805, 4.78038], [1.75157, -1.10362, 3.43950]],
  "mulliken_charge": [-0.646, -0.372, 0.158, 0.355, 0.238, 0.259, 0.162, -0.293, 0.247, -0.019, -0.189, 0.167, -0.641, -0.411, 0.282, 0.251, 0.302, 0.190, -0.058, -0.613, -0.201, 0.392, 0.127, 0.327, -0.188, -0.577, 0.047, 0.310, 0.132, 0.402, -0.050, -0.547, 0.147, -0.105, 0.289, 0.286, -0.554, -0.717, 0.255, 0.383, 0.099, 0.319, -0.537, -0.529, 0.049, 0.377, 0.310, 0.293, -0.206, -0.508, -0.142, 0.336, 0.240, 0.402, -0.707, -0.430, 0.279, 0.264, 0.279, 0.355, -0.823, -0.390, 0.257, 0.272, 0.375, 0.234],
  "de_lowest_kj_mol": 156.0,
  "fmax_ev_per_a": 1.0,
  "smiles": "CO.CO.CO.CO.CO.CO.CO.CO.CO.CO.CO"
}

---

[3]
{
  "formula": "CH27O13",
  "method": "ωB97M-V with the def2-TZVPD basis set",
  "elements": ["C", "O", "H", "H", "H", "O", "H", "H", "O", "H", "H", "O", "H", "H", "O", "H", "H", "O", "H", "H", "O", "H", "H", "O", "H", "H", "O", "H", "H", "O", "H", "H", "O", "H", "H", "O", "H", "H", "O", "H", "H"],
  "xyz": [[-0.00798, -0.33860, 0.18592], [-0.11175, -1.63157, 0.67354], [0.55035, 0.53514, 0.78330], [-0.84908, 0.09006, 0.15648], [0.35691, -0.15354, -0.91081], [-1.27256, 2.17558, -2.62767], [-0.30313, 2.21838, -2.44775], [-1.54514, 2.77110, -2.05495], [2.50456, -2.33826, 0.27470], [3.18909, -1.66201, 0.29673], [1.70179, -1.85948, 0.52889], [1.56335, 2.07850, -1.44076], [1.24791, 1.28676, -0.95733], [2.26048, 2.49615, -1.07336], [-3.07103, -1.47756, 0.68515], [-2.05016, -1.43531, 0.72721], [-3.30004, -2.32888, 0.53606], [-3.55761, 1.08929, 1.09651], [-3.54113, 1.55274, 0.33752], [-3.39905, 0.11435, 1.01883], [3.33389, 0.38382, -2.69924], [3.77543, 0.76080, -3.59875], [2.78140, 0.91437, -2.10861], [-0.51305, -2.53853, -1.74168], [-0.28687, -1.98358, -0.91344], [0.33079, -2.50725, -2.27861], [-0.93538, 3.02343, 0.46647], [-0.40952, 2.75086, 1.24380], [-1.77640, 2.66683, 0.91755], [0.78387, 2.80681, 2.57469], [1.22160, 2.39629, 3.34928], [1.19721, 2.54997, 1.75054], [0.72177, -0.94092, 3.25847], [1.00128, -0.02327, 3.35098], [0.68610, -1.21495, 2.28987], [0.04740, -4.00395, 2.19140], [0.90518, -3.86847, 2.51128], [0.14921, -3.20232, 1.64182], [-1.44390, -0.48007, -2.89973], [-0.83764, -1.16165, -2.42556], [-1.09817, 0.48891, -2.66877]],
  "mulliken_charge": [-0.956, -0.639, -0.063, 1.333, -0.102, -0.675, 0.321, 0.277, -0.698, 0.277, 0.366, -0.756, 0.353, 0.251, -0.735, 0.391, 0.254, -0.701, 0.286, 0.417, -0.689, 0.290, 0.436, -0.810, 0.427, 0.334, -0.532, 0.247, 0.407, -0.697, 0.309, 0.275, -0.652, 0.222, 0.293, -0.657, 0.325, 0.237, -0.723, 0.374, 0.381],
  "de_lowest_kj_mol": 434.9,
  "fmax_ev_per_a": 7.8,
  "total_charge": -1
}